*1*
57
Properties=species:S:1:pos:R:3 method="wB97M-V/def2-TZVPD" spin_multiplicity=2 charge=+3 lumo_energy_ev="-11.75 / -12.09"
Au 1.336 0.610 -0.003
C 2.425 0.354 -3.290
C 1.152 -0.294 -2.880
C 0.266 -1.094 -3.599
C -0.753 -1.426 -2.728
N -0.515 -0.855 -1.535
N 0.636 -0.163 -1.649
B -1.201 -0.902 -0.134
N -1.539 0.557 0.266
C -2.639 1.148 0.774
C -2.391 2.486 0.970
C -1.072 2.697 0.559
C -0.283 3.955 0.503
N -0.580 1.532 0.137
N -0.220 -1.606 0.845
C -0.404 -2.476 1.861
C 0.810 -2.787 2.426
C 1.764 -2.036 1.727
C 3.237 -1.976 1.907
N 1.129 -1.344 0.781
N -2.497 -1.753 -0.327
C -2.667 -3.161 -0.238
C -3.930 -3.454 -0.627
C -4.513 -2.219 -0.970
C -5.836 -1.876 -1.472
N -3.561 -1.193 -0.781
H 2.728 -0.015 -4.268
H 2.306 1.436 -3.370
H 3.233 0.121 -2.593
H 0.358 -1.384 -4.632
H -1.635 -2.022 -2.893
H -3.539 0.585 0.951
H -3.082 3.224 1.341
H -0.696 4.693 1.187
H 0.759 3.786 0.776
H -0.315 4.375 -0.503
H -1.388 -2.815 2.141
H 0.991 -3.470 3.239
H 3.515 -2.426 2.857
H 3.737 -2.532 1.113
H 3.595 -0.947 1.900
H -1.848 -3.800 0.050
H -4.391 -4.428 -0.673
H -6.521 -2.717 -1.431
H -6.238 -1.015 -0.928
H -5.742 -1.541 -2.516
C 3.791 2.559 -0.197
N 3.552 2.883 1.200
C 2.759 2.259 2.070
N 2.762 2.632 3.344
O 1.966 1.282 1.781
H 3.861 3.480 -0.774
H 2.941 2.018 -0.642
H 4.695 1.966 -0.326
H 4.160 3.595 1.580
H 3.390 3.332 3.708
H 2.146 2.162 3.988


*2*
57
Properties=species:S:1:pos:R:3 method="wB97M-V/def2-TZVPD" spin_multiplicity=2 charge=+3 lumo_energy_ev="-11.46 / -12.07"
Au -0.705 -0.814 -0.935
C 1.677 -2.644 -2.760
C 2.109 -1.626 -1.766
C 3.386 -1.264 -1.329
C 3.209 -0.284 -0.375
N 1.892 -0.041 -0.238
N 1.245 -0.860 -1.090
B 1.002 0.839 0.666
N 0.192 -0.125 1.592
C -0.163 -0.093 2.890
C -0.899 -1.218 3.197
C -1.002 -1.947 2.013
C -1.671 -3.249 1.752
N -0.312 -1.306 1.064
N 0.107 1.713 -0.280
C -0.298 2.993 -0.161
C -1.128 3.313 -1.212
C -1.229 2.156 -1.991
C -1.985 1.923 -3.249
N -0.455 1.213 -1.442
N 1.936 1.813 1.441
C 2.748 2.804 0.819
C 3.474 3.409 1.783
C 3.092 2.773 2.989
C 3.534 2.974 4.362
N 2.130 1.782 2.708
H 2.536 -3.012 -3.315
H 1.217 -3.501 -2.263
H 0.974 -2.220 -3.480
H 4.319 -1.673 -1.676
H 3.939 0.250 0.212
H 0.161 0.706 3.533
H -1.291 -1.488 4.163
H -2.555 -3.359 2.376
H -1.966 -3.345 0.706
H -0.994 -4.071 1.989
H 0.034 3.613 0.657
H -1.588 4.267 -1.407
H -2.793 2.644 -3.345
H -1.326 2.041 -4.110
H -2.412 0.920 -3.276
H 2.708 2.948 -0.250
H 4.191 4.207 1.671
H 4.202 3.824 4.461
H 2.667 3.082 5.024
H 4.046 2.064 4.708
C -2.325 -2.779 -2.525
N -3.511 -2.480 -1.736
C -3.646 -1.414 -0.947
N -4.820 -1.140 -0.396
O -2.683 -0.600 -0.675
H -2.549 -3.613 -3.186
H -1.495 -3.120 -1.895
H -2.042 -1.936 -3.161
H -4.327 -3.050 -1.898
H -5.656 -1.660 -0.611
H -4.900 -0.337 0.207


Which is the most stable structure? *2* is the most stable.


*1*
59
Properties=species:S:1:pos:R:3 method="wB97M-V/def2-TZVPD" smiles="CC(=O)c1cccc(CN2CCC(C(=O)Nc3ccc(Oc4cccnc4)cc3)CC2)c1" spin_multiplicity=1 charge=0 lumo_energy_ev=0.43
C -0.383 -4.532 -1.452
C -1.268 -4.029 -2.565
O -1.037 -4.263 -3.730
C -2.419 -3.183 -2.154
C -2.986 -3.252 -0.884
C -3.997 -2.377 -0.507
C -4.468 -1.456 -1.436
C -3.946 -1.412 -2.718
C -2.919 -2.264 -3.074
H -2.480 -2.229 -4.060
H -4.335 -0.703 -3.434
H -5.256 -0.772 -1.154
C -4.493 -2.348 0.919
N -3.587 -1.671 1.841
C -2.381 -2.429 2.128
C -1.590 -1.770 3.255
H -2.188 -1.775 4.168
H -0.679 -2.345 3.428
C -1.235 -0.324 2.908
C -0.214 -0.245 1.772
O 0.128 -1.189 1.096
N 0.279 1.018 1.619
C 1.216 1.489 0.693
C 1.689 2.791 0.851
C 2.620 3.316 -0.022
C 3.096 2.539 -1.073
C 2.613 1.248 -1.246
C 1.680 0.724 -0.373
H 1.316 -0.280 -0.509
H 2.976 0.662 -2.076
O 3.976 3.026 -2.012
C 5.032 3.794 -1.626
C 5.640 3.724 -0.375
C 6.745 4.521 -0.132
C 7.201 5.354 -1.142
N 6.638 5.411 -2.337
C 5.589 4.654 -2.577
H 5.156 4.717 -3.566
H 8.056 6.000 -0.995
H 7.242 4.489 0.825
H 5.260 3.051 0.382
H 2.970 4.330 0.104
H 1.322 3.401 1.665
H -0.034 1.714 2.282
C -2.530 0.411 2.538
C -3.255 -0.325 1.415
H -4.185 0.198 1.178
H -2.620 -0.321 0.511
H -2.330 1.438 2.225
H -3.178 0.437 3.416
H -0.785 0.155 3.787
H -2.677 -3.434 2.440
H -1.728 -2.507 1.249
H -4.641 -3.364 1.294
H -5.451 -1.821 0.965
H -2.655 -4.006 -0.187
H 0.529 -4.948 -1.875
H -0.899 -5.315 -0.899
H -0.140 -3.725 -0.765


*2*
59
Properties=species:S:1:pos:R:3 method="wB97M-V/def2-TZVPD" smiles="COC(=O)C1CCN(Cc2cn(Cc3ccccc3)nc2-c2cc3ccccc3o2)CC1" spin_multiplicity=1 charge=0 lumo_energy_ev=0.76
C -4.840 4.115 -2.621
H -4.540 4.816 -1.840
H -4.318 4.374 -3.544
H -5.917 4.143 -2.769
O -4.525 2.784 -2.235
C -3.229 2.526 -2.006
O -2.361 3.347 -2.135
C -3.040 1.099 -1.543
C -3.284 1.040 -0.029
C -3.031 -0.376 0.480
N -1.669 -0.756 0.187
C -1.432 -0.792 -1.239
C -1.626 0.600 -1.831
H -0.913 1.288 -1.377
H -1.444 0.575 -2.907
H -2.111 -1.509 -1.744
H -0.405 -1.123 -1.412
C -1.237 -1.966 0.862
C 0.252 -2.035 0.864
C 1.074 -3.015 0.358
N 2.348 -2.607 0.544
N 2.407 -1.414 1.117
C 1.148 -1.040 1.332
C 0.834 0.228 1.934
C 1.639 1.312 2.142
C 0.815 2.313 2.728
C 1.003 3.623 3.164
C -0.079 4.301 3.682
C -1.337 3.703 3.775
C -1.551 2.405 3.353
C -0.464 1.723 2.831
O -0.439 0.460 2.357
H -2.521 1.937 3.421
H -2.160 4.269 4.185
H 0.042 5.318 4.025
H 1.974 4.090 3.092
H 2.679 1.376 1.899
C 3.544 -3.269 0.099
C 3.626 -3.282 -1.409
C 3.926 -4.446 -2.101
C 3.990 -4.440 -3.484
C 3.743 -3.273 -4.186
C 3.439 -2.108 -3.500
C 3.383 -2.112 -2.119
H 3.148 -1.204 -1.581
H 3.246 -1.195 -4.043
H 3.788 -3.270 -5.264
H 4.227 -5.351 -4.014
H 4.115 -5.360 -1.557
H 4.383 -2.707 0.520
H 3.568 -4.292 0.490
H 0.847 -3.954 -0.106
H -1.650 -2.880 0.396
H -1.596 -1.916 1.895
H -3.762 -1.071 0.021
H -3.170 -0.400 1.563
H -2.592 1.721 0.470
H -4.307 1.343 0.200
H -3.783 0.473 -2.048


Which is the most stable structure? *1* is the most stable.